No. 1
Density functional theory data (ωB97M-V/def2-TZVPD) for C20H27N2ORuS2 as an isolated structure.

Computed properties:
- Multiplicity: 2
- Frontier orbital gap (alpha / beta): 6.55 / 6.76 eV
- Relative energy (zero: lowest compared OMol25 entry of this formula, charge and spin): 17.09 kcal per mole
- <S²>: 0.845
- DFT total energy: -1854.2608 hartree

XYZ file:
```
53
Properties=species:S:1:pos:R:3:forces:R:3
Ru 0.5966 -0.0925 -0.8303 0.641 0.875 1.259
C -1.5000 -1.6186 1.0152 0.054 -0.370 0.279
N -1.5254 -0.2174 0.5788 0.465 -0.544 -0.685
C -1.4197 0.6994 1.7195 0.424 0.448 0.068
C -0.5406 1.9250 1.4427 -0.563 -0.233 0.104
N 0.8079 1.5947 0.9778 -0.442 -0.809 -1.309
C 1.6335 0.9443 2.0007 0.236 -0.242 0.275
C 1.4940 2.7402 0.4270 0.604 0.502 -0.547
C 1.2951 4.0216 0.9201 -0.121 -0.106 0.045
C 1.9519 5.1113 0.3734 0.041 0.049 -0.020
C 2.8415 4.9313 -0.6718 0.007 0.006 0.102
C 3.0842 3.6593 -1.1495 -0.110 -0.246 0.124
C 2.4183 2.5531 -0.6156 -0.281 0.044 0.281
S 2.7908 0.9667 -1.2509 -1.355 -1.408 -0.362
C -2.6870 0.0433 -0.2401 -0.277 0.221 -0.603
C -3.9529 -0.3105 0.2107 -0.023 0.003 0.091
C -5.0818 -0.1048 -0.5609 0.072 -0.032 0.036
C -4.9524 0.4704 -1.8144 -0.052 0.053 -0.027
C -3.7062 0.8347 -2.2759 0.249 0.008 0.033
C -2.5549 0.6116 -1.5133 -0.146 0.014 0.554
S -1.0218 1.0771 -2.2150 1.816 -0.799 0.842
H -2.1641 -1.8045 1.8664 -0.082 0.031 -0.020
H -0.4791 -1.8900 1.2926 -0.152 -0.002 -0.018
H -1.8047 -2.2523 0.1832 0.115 0.009 0.059
H -1.0139 0.1486 2.5724 -0.070 -0.012 -0.075
H -2.4133 1.0834 2.0017 0.219 -0.213 0.015
H -0.5099 2.4988 2.3827 0.040 0.007 -0.197
H -1.0077 2.5321 0.6641 0.042 0.017 0.072
H 1.6864 1.5541 2.9146 -0.105 -0.009 -0.140
H 2.6458 0.8093 1.6139 -0.188 -0.021 -0.017
H 1.2230 -0.0378 2.2423 0.050 0.051 0.011
H 0.6099 4.1854 1.7347 -0.124 0.048 0.124
H 1.7663 6.0978 0.7669 -0.050 0.116 0.044
H 3.3442 5.7773 -1.1160 0.052 0.075 -0.008
H 3.7875 3.4957 -1.9529 0.001 -0.012 -0.090
H -4.0574 -0.7740 1.1797 -0.013 -0.034 0.167
H -6.0506 -0.3971 -0.1900 -0.118 -0.054 0.059
H -5.8227 0.6246 -2.4349 -0.065 0.055 -0.040
H -3.5830 1.2963 -3.2443 -0.064 -0.019 -0.137
C 1.6848 -3.9262 0.8028 -0.128 0.382 -0.448
C 1.5408 -3.3729 -0.6350 1.040 -1.073 -0.410
C 0.6017 -4.2945 -1.4405 0.226 0.445 0.214
C 2.9321 -3.3551 -1.3017 -0.437 -0.057 0.213
O 1.0358 -2.1090 -0.5858 -1.628 3.257 0.102
H 2.2126 -4.8739 0.7952 0.075 -0.192 0.020
H 0.7033 -4.0739 1.2464 -0.129 -0.010 0.102
H 2.2446 -3.2139 1.4057 0.078 0.044 0.077
H 1.0452 -5.2803 -1.5358 0.005 -0.219 -0.047
H 0.4390 -3.8749 -2.4313 0.017 0.009 -0.094
H -0.3600 -4.3813 -0.9401 -0.124 -0.017 0.060
H 3.3364 -4.3618 -1.3508 0.186 -0.135 -0.072
H 3.6044 -2.7225 -0.7273 0.097 0.070 0.068
H 2.8513 -2.9479 -2.3064 -0.005 0.031 -0.135
```
Forces are in eV/Å.



No. 2
Density functional theory data (ωB97M-V/def2-TZVPD) for one molecule with the formula C5H7NO.

Computed properties:
- Multiplicity: 1
- Frontier orbital gap: 8.85 eV
- Relative energy (zero: lowest compared OMol25 entry of this formula, charge and spin): 17.60 kcal per mole
- DFT total energy: -324.6964 hartree
- SMILES: Cc1occc1N

XYZ file:
```
14
Properties=species:S:1:pos:R:3:forces:R:3
C -0.2367 1.6767 1.0543 0.012 0.124 0.046
C -0.2353 0.2907 0.5214 0.067 0.141 -0.253
O -1.0635 -0.6222 1.1143 -0.174 0.075 -0.051
C -1.0569 -1.7303 0.3439 0.094 -0.173 -0.005
C -0.2218 -1.5777 -0.7107 0.018 0.029 -0.164
C 0.3328 -0.2571 -0.5865 -0.105 0.013 0.441
N 1.2647 0.3640 -1.4420 0.110 -0.102 -0.074
H 0.1297 2.3592 0.2813 0.045 -0.105 0.106
H -1.2593 1.9881 1.2921 0.120 -0.090 0.015
H 0.3720 1.8083 1.9548 -0.036 -0.038 -0.080
H -1.6718 -2.5451 0.6936 0.066 0.067 -0.117
H -0.0489 -2.2753 -1.5212 0.017 0.024 0.251
H 1.6877 -0.3162 -2.0593 -0.010 0.129 -0.030
H 2.0073 0.8369 -0.9361 -0.224 -0.093 -0.085
```
Forces are in eV/Å.



No. 3
Density functional theory data (ωB97M-V/def2-TZVPD) for C23H36FIrN6O4SSi2 as an isolated structure.

Computed properties:
- Multiplicity: 1
- Frontier orbital gap: 6.87 eV
- Relative energy (zero: lowest compared OMol25 entry of this formula, charge and spin): 0.00 kcal per mole
- DFT total energy: -2709.0725 hartree

XYZ file:
```
74
Properties=species:S:1:pos:R:3:forces:R:3
Ir 0.2562 0.3170 -0.8810 0.513 -0.306 -0.631
C -4.6892 1.7173 -3.5349 -0.013 -0.024 -0.019
C -4.4037 2.1339 -2.0993 0.065 -0.013 -0.033
N -3.1024 2.7595 -1.9406 -0.007 0.024 -0.030
C -1.9528 2.1242 -1.6637 0.038 0.071 -0.080
S -1.9676 0.4033 -1.4376 -0.508 0.067 0.395
N -0.8809 2.9043 -1.6068 0.105 -0.086 0.156
N 0.2551 2.2297 -1.2811 -0.226 0.329 0.322
C 1.3853 2.8673 -1.2218 0.174 -0.153 0.003
C 1.5352 4.3374 -1.4171 -0.042 -0.006 -0.027
C 2.5515 2.0020 -0.9968 -0.181 0.138 -0.067
C 3.8526 2.4824 -0.9492 0.063 -0.067 0.027
C 4.8995 1.5846 -0.8191 -0.011 0.044 -0.013
C 4.6274 0.2279 -0.7659 0.000 -0.012 -0.024
C 3.3079 -0.1849 -0.8145 -0.001 -0.010 -0.097
N 2.2968 0.6740 -0.9100 0.122 0.155 0.480
H -5.6624 1.2297 -3.6025 -0.003 0.006 0.002
H -3.9306 1.0166 -3.8842 0.000 -0.002 0.010
H -4.6946 2.5812 -4.2014 0.008 0.003 0.005
H -4.4376 1.2683 -1.4388 -0.020 0.010 0.021
H -5.1508 2.8445 -1.7433 -0.014 -0.008 -0.012
H -2.9997 3.7338 -2.1779 -0.013 0.006 0.057
H 0.5795 4.7746 -1.6862 -0.011 -0.012 0.014
H 2.2620 4.5657 -2.1987 -0.001 -0.025 -0.008
H 1.8808 4.7952 -0.4872 0.011 0.039 -0.010
H 4.0369 3.5446 -1.0122 -0.009 0.007 0.003
H 5.9189 1.9434 -0.7702 0.001 -0.004 0.000
H 5.4153 -0.5061 -0.6784 0.001 0.000 -0.003
H 3.0377 -1.2303 -0.7744 -0.003 0.033 0.047
F 2.5259 -5.5911 0.6722 0.011 0.013 0.001
C 1.4151 -5.2932 -0.0063 -0.045 -0.028 0.025
C 1.4589 -4.5874 -1.1339 0.016 -0.007 -0.051
N 0.3274 -4.2902 -1.8673 0.038 -0.029 0.010
C 0.3938 -3.2359 -2.8612 -0.015 -0.038 -0.022
C 0.4186 -1.8686 -2.2105 -0.082 0.077 0.068
O 0.5046 -0.8261 -2.8883 0.043 -0.043 -0.058
O 0.3231 -1.8113 -0.9421 -0.011 -0.097 -0.109
C -0.9323 -4.6488 -1.4142 -0.022 0.038 0.042
O -1.9535 -4.3311 -1.9800 0.000 0.014 0.001
N -0.9307 -5.4124 -0.2626 0.009 -0.007 -0.002
C 0.1464 -5.7562 0.5500 0.018 0.013 -0.014
O 0.0045 -6.3660 1.5815 -0.005 -0.013 0.008
H 2.3977 -4.2250 -1.5305 -0.004 0.003 -0.005
H -0.4924 -3.2952 -3.4889 0.016 -0.005 -0.023
H 1.2735 -3.3670 -3.4911 0.001 0.012 0.009
H -1.8458 -5.6684 0.0814 0.000 0.004 -0.007
C -0.5327 1.9359 3.9736 -0.019 0.015 0.084
Si -0.8719 1.8968 2.1179 0.079 -0.070 0.041
C -0.5217 3.6968 1.6972 0.045 0.017 -0.072
C -2.6986 1.4918 1.9545 -0.032 0.047 -0.034
C 0.2863 0.6863 1.2286 -0.101 0.002 -0.271
Si 0.3796 -1.0123 2.0740 -0.010 0.098 0.041
C 1.9185 -1.9754 1.5756 0.050 -0.020 -0.074
C 0.5860 -0.9209 3.9456 -0.009 -0.092 0.066
C -1.1845 -1.9914 1.7558 -0.034 -0.056 -0.016
H -0.9738 2.8502 4.3802 -0.009 0.027 -0.039
H 0.5357 1.9597 4.1997 -0.030 0.029 0.017
H -0.9713 1.0971 4.5113 0.006 0.135 -0.008
H -1.1764 4.3304 2.3027 0.006 -0.034 0.003
H -0.6650 3.9714 0.6591 -0.031 0.032 -0.255
H 0.5084 3.9352 1.9842 -0.016 -0.008 -0.032
H -3.3032 2.3949 2.0770 0.013 -0.005 0.025
H -2.9943 0.7921 2.7403 0.009 -0.011 -0.015
H -2.9471 1.0410 0.9964 -0.022 -0.007 -0.053
H 1.2735 1.1534 1.4037 0.003 -0.040 0.103
H 2.8066 -1.3499 1.7068 0.021 -0.036 0.026
H 1.8759 -2.3326 0.5499 0.042 0.003 0.069
H 2.0331 -2.8472 2.2246 -0.025 0.013 0.042
H 1.3195 -0.1738 4.2545 -0.009 -0.046 0.006
H 0.9425 -1.8956 4.2893 0.011 -0.023 -0.027
H -0.3467 -0.7154 4.4692 0.077 -0.076 -0.013
H -1.4524 -2.0172 0.6995 -0.009 -0.002 0.019
H -2.0163 -1.5471 2.3085 -0.017 -0.003 -0.014
H -1.0707 -3.0216 2.1067 0.003 0.002 0.017
```
Forces are in eV/Å.



No. 4
Density functional theory data (ωB97M-V/def2-TZVPD) for a 2-piece molecular cluster, C4H12 overall.

Computed properties:
- Multiplicity: 1
- Frontier orbital gap: 12.42 eV
- Relative energy (zero: lowest compared OMol25 entry of this formula, charge and spin): 19.71 kcal per mole
- DFT total energy: -159.5536 hartree
- SMILES: CC.CC

XYZ file:
```
16
Properties=species:S:1:pos:R:3:forces:R:3
C 0.4394 -0.2608 2.5126 -1.332 -0.301 -3.065
C -0.0597 -1.4109 1.5555 2.046 1.535 -0.753
H -0.1295 0.6580 2.4349 0.092 0.506 -1.048
H 0.2286 -0.4042 3.4885 -0.030 -1.468 3.471
H 1.4762 -0.1272 2.3251 0.816 0.511 0.097
H -0.9765 -1.8861 1.8346 -0.332 -0.414 0.335
H 0.8260 -2.0989 1.4651 -1.267 0.105 0.129
H -0.1850 -0.9628 0.5336 -0.030 -0.653 1.128
C -0.0158 1.2442 -2.6211 0.312 -0.779 -0.099
C -0.3919 0.3831 -1.4303 1.176 -0.155 0.753
H 0.5948 2.0053 -2.2330 0.539 1.658 0.062
H 0.6181 0.7672 -3.3674 -0.059 -0.536 0.122
H -0.8760 1.5829 -3.1732 -0.300 0.581 0.079
H 0.3691 -0.4247 -1.2345 -0.929 0.825 -0.224
H -1.3452 -0.0080 -1.6077 -1.332 -1.383 -0.296
H -0.5725 0.9429 -0.4828 0.630 -0.031 -0.690
```
Forces are in eV/Å.